{"formula": "C61H62BF10NO3P", "method": "ωB97M-V with the def2-TZVPD basis set", "e_tot_ha": -4006.81809, "charge": -1, "species": ["C", "C", "N", "P", "C", "C", "C", "F", "B", "C", "O", "C", "O", "O", "H", "H", "H", "H", "H", "H", "H", "H", "H", "H", "H", "H", "H", "H", "H", "H", "H", "F", "C", "C", "C", "C", "C", "C", "H", "H", "H", "H", "H", "F", "C", "C", "C", "C", "C", "C", "H", "H", "H", "H", "H", "F", "C", "C", "C", "C", "C", "C", "H", "H", "H", "H", "H", "F", "C", "C", "C", "C", "C", "C", "H", "H", "H", "H", "H", "F", "C", "C", "C", "C", "C", "C", "H", "H", "H", "H", "H", "F", "C", "C", "C", "C", "C", "C", "H", "H", "H", "H", "H", "F", "C", "C", "C", "C", "C", "C", "H", "H", "H", "H", "H", "F", "C", "C", "C", "C", "C", "C", "H", "H", "H", "H", "H", "F", "C", "C", "C", "C", "C", "C", "H", "H", "H", "H", "H"], "xyz": [[6.2835, 0.6328, 4.7110], [6.5834, -0.9313, 5.1736], [6.0199, -2.0123, 4.3524], [6.3096, -2.0900, 2.6520], [4.8027, -1.0602, 2.1250], [3.3619, -1.8023, 2.5411], [2.4477, -0.9070, 3.5702], [3.5434, -3.1685, 3.0857], [8.1521, -1.6008, 2.7020], [9.2387, -2.7010, 3.3520], [8.7322, -0.3250, 2.2393], [6.6133, -2.3871, 0.7652], [6.2559, -3.5728, 0.2021], [7.1996, -1.3941, -0.1579], [5.2269, 0.9403, 5.1064], [6.4717, 0.8381, 3.5752], [7.0770, 1.3073, 5.2958], [5.9807, -0.9920, 6.2117], [7.7078, -1.0700, 5.5584], [6.1420, -2.9252, 4.8860], [6.0613, -3.5423, 2.7222], [4.7608, 0.0458, 2.4879], [4.7527, -1.0014, 0.9320], [2.7066, -1.9323, 1.5528], [1.8258, -0.0455, 3.0268], [1.6189, -1.6474, 4.0045], [3.0338, -0.5011, 4.5101], [8.6400, -3.5454, 3.9322], [9.8844, -2.1302, 4.1604], [9.9003, -3.2118, 2.5112], [8.9915, 0.2635, 3.0192], [1.0022, -6.4099, 4.1204], [1.5066, -6.6339, 2.8997], [1.0874, -7.7474, 2.1799], [1.6086, -7.9782, 0.9069], [2.5522, -7.0979, 0.3717], [2.9703, -5.9858, 1.1041], [2.4408, -5.7493, 2.3724], [0.3599, -8.4247, 2.6152], [1.2815, -8.8417, 0.3328], [2.9617, -7.2808, -0.6194], [3.7080, -5.3043, 0.6872], [2.7479, -4.8849, 2.9517], [-2.8647, -1.7041, 4.9155], [-2.7035, -2.7138, 4.0500], [-3.3859, -2.6920, 2.8386], [-3.2144, -3.7406, 1.9348], [-2.3700, -4.8057, 2.2577], [-1.6934, -4.8208, 3.4783], [-1.8564, -3.7668, 4.3769], [-4.0440, -1.8605, 2.6086], [-3.7374, -3.7291, 0.9818], [-2.2400, -5.6255, 1.5544], [-1.0398, -5.6529, 3.7292], [-1.3312, -3.7581, 5.3262], [13.2050, -0.5211, -4.2533], [11.9899, -0.6115, -3.6965], [10.9189, -1.0618, -4.4606], [9.6546, -1.1610, -3.8798], [9.4732, -0.7979, -2.5430], [10.5534, -0.3422, -1.7858], [11.8196, -0.2538, -2.3637], [11.0772, -1.3315, -5.4996], [8.8124, -1.5193, -4.4664], [8.4860, -0.8711, -2.0917], [10.4089, -0.0563, -0.7467], [12.6721, 0.0898, -1.7871], [-4.4136, -6.5669, 0.2195], [-5.3714, -6.0458, -0.5588], [-6.1247, -4.9742, -0.0920], [-7.1185, -4.4280, -0.9041], [-7.3554, -4.9670, -2.1710], [-6.5973, -6.0459, -2.6286], [-5.5962, -6.5846, -1.8207], [-5.9321, -4.5741, 0.8981], [-7.7078, -3.5851, -0.5515], [-8.1337, -4.5435, -2.8023], [-6.7863, -6.4664, -3.6133], [-4.9916, -7.4174, -2.1641], [-8.0510, -0.7185, 0.3444], [-7.2982, 0.2454, 0.8909], [-6.0524, -0.0759, 1.4187], [-5.2660, 0.9283, 1.9832], [-5.7395, 2.2421, 2.0235], [-6.9934, 2.5537, 1.4957], [-7.7746, 1.5513, 0.9213], [-5.7048, -1.1033, 1.3859], [-4.2873, 0.6889, 2.3915], [-5.1277, 3.0243, 2.4679], [-7.3615, 3.5762, 1.5319], [-8.7478, 1.7775, 0.4983], [-8.7436, 5.7576, 2.3137], [-8.2496, 6.7858, 1.6113], [-8.2370, 6.7223, 0.2222], [-7.7275, 7.7948, -0.5096], [-7.2257, 8.9155, 0.1568], [-7.2380, 8.9675, 1.5515], [-7.7578, 7.8997, 2.2826], [-8.6234, 5.8402, -0.2779], [-7.7203, 7.7583, -1.5962], [-6.8242, 9.7499, -0.4143], [-6.8431, 9.8390, 2.0681], [-7.7833, 7.9273, 3.3669], [-9.8325, 3.9582, -0.3294], [-10.8821, 3.7490, -1.1351], [-10.7644, 2.8552, -2.1938], [-11.8586, 2.6332, -3.0300], [-13.0560, 3.3165, -2.8043], [-13.1626, 4.2155, -1.7420], [-12.0719, 4.4288, -0.8995], [-9.8239, 2.3398, -2.3587], [-11.7793, 1.9305, -3.8558], [-13.9078, 3.1464, -3.4594], [-14.0943, 4.7492, -1.5708], [-12.1401, 5.1173, -0.0638], [17.3361, -5.2446, -4.4611], [16.3784, -4.7235, -5.2394], [15.6250, -3.6519, -4.7726], [14.6312, -3.1057, -5.5847], [14.3943, -3.6447, -6.8516], [15.1524, -4.7236, -7.3091], [16.1535, -5.2623, -6.5013], [15.8177, -3.2518, -3.7825], [14.0419, -2.2628, -5.2321], [13.6160, -3.2212, -7.4829], [14.9634, -5.1441, -8.2939], [16.7581, -6.0951, -6.8447], [-6.4790, 12.3848, -1.4881], [-7.5286, 12.1756, -2.2939], [-7.4110, 11.2817, -3.3526], [-8.5051, 11.0598, -4.1888], [-9.7026, 11.7431, -3.9631], [-9.8092, 12.6421, -2.9008], [-8.7184, 12.8554, -2.0583], [-6.4704, 10.7664, -3.5175], [-8.4258, 10.3571, -5.0145], [-10.5543, 11.5730, -4.6182], [-10.7409, 13.1758, -2.7296], [-8.7867, 13.5439, -1.2225]], "atomic_forces_ev_per_a": [[1.18, -0.10, 0.69], [-0.76, 1.20, 2.85], [0.37, -0.15, 2.74], [-0.54, -1.38, -2.02], [-2.24, 0.41, -1.43], [-0.68, 1.12, -0.48], [-0.82, -1.11, 0.61], [-0.19, 2.84, -0.72], [2.82, 1.52, -0.31], [-0.58, -0.56, 0.45], [-0.77, -0.58, 2.48], [1.37, -1.46, -8.44], [1.15, 4.75, 3.38], [-2.50, -3.75, 5.06], [1.92, -0.54, -1.19], [-0.61, -0.44, 2.16], [-1.74, -1.42, -1.18], [1.40, 0.17, -2.00], [-1.92, 0.34, -1.35], [-0.36, 1.56, -1.25], [0.18, 1.06, -0.08], [0.15, -2.12, -0.30], [0.48, -0.14, 2.74], [1.60, 0.00, 2.19], [1.76, -1.84, 1.02], [1.72, 1.54, -0.92], [-0.98, -0.73, -2.14], [1.38, 1.56, -1.23], [-0.98, -1.16, -1.74], [-1.25, 1.20, 1.85], [-0.37, -1.42, -1.55], [-0.16, 0.01, 0.57], [0.68, -0.24, -1.50], [-0.13, 0.00, 0.15], [0.24, 0.40, 0.09], [-0.13, -0.09, 0.07], [-0.22, -0.22, 0.02], [-0.16, -0.09, 0.27], [0.04, 0.06, -0.01], [0.03, 0.12, 0.14], [-0.06, 0.05, 0.19], [-0.03, -0.03, 0.14], [-0.10, -0.30, -0.16], [-0.06, 0.27, 0.20], [0.18, -0.91, -0.74], [0.00, 0.05, 0.04], [0.28, -0.13, 0.38], [-0.06, 0.06, -0.02], [-0.27, 0.19, -0.19], [-0.06, 0.09, 0.04], [0.11, -0.05, 0.09], [0.12, 0.04, 0.16], [-0.02, 0.17, 0.15], [-0.16, 0.27, -0.03], [-0.06, 0.03, -0.08], [0.70, 0.14, -0.31], [-1.55, -0.11, 0.70], [0.19, 0.01, -0.05], [0.37, 0.23, 0.41], [-0.23, 0.02, -0.10], [0.00, -0.11, -0.39], [0.09, -0.01, -0.13], [0.05, 0.01, 0.06], [0.16, 0.06, 0.10], [0.14, -0.10, 0.16], [-0.05, -0.12, -0.18], [-0.03, -0.02, -0.08], [0.11, -0.07, 0.09], [-0.73, 0.40, -0.61], [0.02, 0.01, 0.05], [0.16, -0.34, -0.26], [0.03, 0.01, 0.06], [0.00, 0.23, 0.37], [0.05, -0.05, 0.03], [0.00, -0.09, -0.08], [0.13, -0.14, -0.02], [0.15, -0.08, 0.12], [0.08, 0.06, 0.18], [-0.04, 0.08, 0.08], [-0.20, -0.27, -0.15], [0.71, 0.90, 0.52], [-0.04, -0.03, -0.04], [-0.39, 0.20, -0.13], [0.00, -0.08, -0.02], [0.23, -0.32, 0.01], [-0.06, -0.11, -0.05], [-0.09, 0.08, -0.06], [-0.18, 0.00, -0.07], [-0.12, -0.15, -0.09], [0.01, -0.20, -0.03], [0.09, -0.04, 0.06], [-0.10, -0.22, 0.14], [0.43, 0.91, -0.62], [-0.04, -0.10, -0.04], [0.07, 0.15, 0.50], [-0.03, -0.03, -0.05], [-0.14, -0.29, -0.29], [-0.03, -0.06, 0.06], [0.05, 0.13, 0.12], [-0.01, -0.03, 0.20], [-0.07, -0.14, 0.12], [-0.09, -0.17, -0.07], [0.00, -0.05, -0.10], [0.20, -0.03, 0.18], [-1.00, -0.20, -0.75], [0.08, -0.01, 0.04], [-0.16, 0.33, 0.31], [0.07, -0.02, 0.00], [0.32, -0.26, -0.15], [0.07, 0.04, 0.07], [-0.07, 0.05, 0.06], [0.03, 0.13, 0.16], [0.16, 0.03, 0.13], [0.19, -0.09, 0.01], [0.06, -0.06, -0.07], [0.23, -0.13, 0.16], [-0.86, 0.48, -0.67], [0.07, -0.05, 0.00], [0.11, -0.28, -0.23], [0.08, -0.04, 0.05], [-0.01, 0.25, 0.35], [0.07, -0.05, 0.05], [0.00, -0.05, -0.10], [0.18, -0.24, -0.04], [0.14, -0.08, 0.13], [0.07, 0.05, 0.18], [-0.04, 0.06, 0.08], [0.17, 0.01, 0.14], [-0.88, -0.16, -0.66], [0.06, -0.02, 0.04], [-0.16, 0.32, 0.32], [0.06, -0.03, 0.00], [0.32, -0.26, -0.14], [0.06, 0.02, 0.05], [-0.07, 0.06, 0.06], [0.03, 0.13, 0.16], [0.16, 0.03, 0.13], [0.19, -0.10, 0.01], [0.06, -0.07, -0.08]], "mulliken_charge": [-0.7059, -0.4728, -0.1815, 0.5908, -0.9000, 0.3697, -0.9655, -0.3213, 0.5392, -0.7655, -0.6141, -0.2487, -0.6993, -0.6984, 0.2379, 0.2164, 0.2763, 0.2991, 0.2121, 0.2705, -0.1951, 0.3795, 0.4393, 0.2345, 0.3101, 0.2201, 0.1716, 0.1805, 0.2173, 0.2509, 0.2953, -0.3778, 0.1080, -0.2806, -0.4461, -0.5922, -0.4942, -0.3040, 0.4215, 0.3555, 0.3907, 0.5459, 0.7443, -0.3115, 0.3321, -0.0843, -0.3787, -0.6770, -0.2628, -0.5576, 0.0550, 0.5813, 0.4447, 0.3451, 0.4560, -0.3647, 0.3465, -0.1702, -0.5075, -0.4713, -0.4621, -0.4245, 0.3938, 0.3630, 0.4759, 0.4202, 0.3931, -0.2775, 0.2153, -0.3006, -0.3960, -0.5250, -0.3437, -0.4891, 0.6092, 0.4044, 0.3661, 0.3478, 0.4037, -0.2757, 0.3927, -0.3916, -0.4119, -0.6440, -0.1407, -0.5819, 0.4780, 0.3784, 0.3779, 0.3344, 0.4741, -0.3160, 0.0632, 0.0648, -0.6320, -0.2821, -0.5421, -0.3997, 0.4833, 0.3765, 0.3713, 0.3698, 0.4307, -0.1816, 0.3359, -0.2843, -0.4492, -0.4801, -0.4332, -0.3632, 0.4184, 0.3546, 0.3522, 0.3491, 0.4187, -0.3117, 0.3112, -0.5120, -0.0286, -0.5824, -0.3069, -0.4277, 0.4148, 0.3493, 0.3691, 0.3544, 0.3852, -0.3413, 0.2659, -0.2062, -0.3925, -0.4394, -0.3626, -0.4243, 0.4274, 0.3666, 0.3644, 0.3481, 0.4018]}